ORCA calculation (the ωB97M-V functional and the def2-TZVPD basis) on 2 unconnected molecules or ions with the total composition C6H10N.

Calculated total energy, Ha: -288.93760
Highest occupied orbital energy, eV: -13.80
Multiplicity: 1
Charge: +1
Gap between HOMO and LUMO, eV: 9.83
Largest force on an atom, eV/Å: 4.36

Structure (XYZ):
```
17
Properties=species:S:1:pos:R:3:mulliken_charge:R:1
C 1.3463 -2.2466 1.7974 -0.380
C 0.5550 -1.0391 1.5374 0.030
C 1.5833 -3.0253 0.7814 -0.563
C 0.1487 0.1184 1.5709 0.235
C -1.4889 1.6941 -2.3978 -0.389
C -0.2075 1.5177 -2.0179 -0.893
N -0.6435 1.2382 1.0795 -0.115
H 1.3034 -2.7579 -0.2567 0.213
H 1.9722 -4.0571 0.7725 0.278
H -2.0660 2.5107 -1.9096 0.221
H 1.5655 -2.3888 2.8432 0.324
H -2.1644 1.2053 -3.0363 0.302
H 0.3139 0.7633 -2.5288 0.269
H 0.2210 2.0308 -1.1866 0.520
H -1.5588 1.2316 1.6630 0.438
H -0.6578 1.0594 0.1094 0.079
H -0.2224 2.1452 1.1787 0.429
```